This record from OMol25 describes C29H32NO4PdS as an isolated structure in a non-equilibrium geometry. The level of theory is wB97M-V/def2-TZVPD.

Output
multiplicity: 3
<S²>: 2.03
LUMO energy (alpha / beta): 2.5 / 2.0 eV
HOMO-LUMO gap (alpha / beta): 0.2328 / 0.2131 Eh
total charge: -1

Positions of all 68 atoms, in Å:
1 O -0.7420 0.6983 2.3230
2 C -1.0036 -2.5508 -3.2808
3 N -1.2894 1.5185 -4.3845
4 O 0.9099 -0.8633 3.2665
5 H 2.8737 -0.5892 1.8316
6 C -1.0230 -1.8475 1.4866
7 H 2.3478 3.2333 -3.4816
8 C 3.6672 0.5562 -5.1551
9 C 1.9599 -0.2110 -1.3653
10 C -1.0053 -0.3328 7.0363
11 H -3.7089 -1.1999 -1.5259
12 S 0.3611 0.4879 3.2794
13 C -1.1130 -1.8102 -0.8530
14 O 1.3129 1.5838 3.3340
15 C -1.5234 1.1091 9.0320
16 C -3.2181 -1.8793 -2.2351
17 C 2.4763 -0.0577 -5.5528
18 H -1.4638 -2.3702 -4.2621
19 C -0.5933 -0.4954 5.7103
20 C -1.7659 -1.3209 0.3714
21 H 0.3064 0.0555 -5.5311
22 H -3.4466 -2.9198 -1.9553
23 C -0.5968 1.9209 5.4318
24 H 2.4865 -0.9727 -6.1431
25 H -0.4216 -1.4833 5.2903
26 O -3.0231 0.0810 -4.2604
27 C -0.1071 2.2532 -3.9229
28 H 2.0137 -0.4248 -2.4310
29 H 2.8144 -2.0445 -0.3880
30 C -1.6953 -1.6565 -2.2476
31 C 2.4010 2.2946 -4.0436
32 C 1.2068 1.6500 -4.3915
33 H -0.2438 -0.1629 -2.7792
34 C 2.4398 -1.0226 -0.3028
35 C -1.0032 2.0687 6.7534
36 H -0.4342 2.7930 4.8066
37 C 1.6012 1.0775 -0.8050
38 C 3.6294 1.7373 -4.4030
39 H 4.5524 2.2299 -4.0912
40 H -2.7659 -0.8893 0.3851
41 H -2.4689 0.6064 9.2783
42 H -1.6165 2.1704 9.2851
43 H -1.1889 -1.2067 7.6684
44 H 1.8101 1.8557 1.2892
45 C 2.4275 -0.2648 0.8974
46 H -0.0873 2.3801 -2.8223
47 H 0.7950 -3.1072 1.6038
48 H -3.6147 -1.6620 -3.2341
49 C -1.1756 0.9475 7.5785
50 H 1.3901 1.9774 -1.3729
51 C -1.9574 0.4706 -3.8077
52 H 4.6277 0.1221 -5.4363
53 H -1.1101 -3.6116 -3.0228
54 H -1.3456 -1.8117 2.5180
55 Pd -0.3160 0.1666 -0.4085
56 H -1.6661 0.4893 -1.7355
57 H -0.7440 0.6687 9.6703
58 H -1.1822 3.0637 7.1680
59 C 0.0165 -2.6002 -0.4301
60 C 1.2436 0.5016 -5.1906
61 H -0.1955 3.2622 -4.3562
62 C 0.0661 -2.5933 0.9856
63 C -0.3693 0.6361 4.9185
64 H 0.6578 -3.1690 -1.1065
65 H -1.7787 1.9424 -5.1667
66 H 0.0648 -2.3049 -3.3491
67 C -1.3295 -0.1818 -2.5922
68 C 1.8746 1.0082 0.6237

---

This record from OMol25 describes C29H33As2KN6O5S2 as an isolated structure in a non-equilibrium geometry. The level of theory is wB97M-V/def2-TZVPD.

Output
LUMO energy: 4.1 eV
HOMO-LUMO gap: 0.2043 Eh
total charge: -2

Positions of all 78 atoms, in Å:
1 C -0.3844 1.8707 1.8372
2 O 2.6530 2.5185 2.0939
3 H -2.0055 -2.5066 3.5771
4 C -1.7765 1.2264 -4.6752
5 H -2.1519 2.6096 -8.2807
6 C -3.2572 1.7273 -0.1679
7 C -2.0497 2.2214 -7.2740
8 H -1.1639 1.0931 1.7381
9 C -0.6690 1.3282 -5.5166
10 O 2.8984 0.2412 2.9601
11 H -4.1173 -1.2470 0.8117
12 H -2.6997 -0.9109 3.1967
13 C -0.8304 4.2038 2.5060
14 C -1.8485 -1.5752 3.0305
15 C -3.1593 2.1161 -6.4487
16 H -1.0117 2.5658 3.8370
17 C -1.4414 -6.1391 0.9572
18 As 1.3977 -2.4445 1.8480
19 H -0.6894 7.8838 1.3025
20 H 2.4742 -3.8906 3.6807
21 O -0.6208 6.3484 -0.4696
22 K 0.5364 -0.2012 -0.5863
23 H -1.1491 4.9227 3.2557
24 H -2.1026 -6.9620 0.7087
25 C 0.2512 -4.0097 1.5340
26 C -3.0207 1.6298 -5.1594
27 H 1.1789 -2.8510 4.3298
28 C -2.7189 3.7430 -1.3078
29 C 2.9780 -3.0114 0.8417
30 H -0.9416 -1.0739 3.3707
31 H -2.9446 -4.6719 0.6182
32 As -1.6964 -1.8833 1.0869
33 C -0.1185 3.6126 0.2922
34 C -1.6573 0.7227 -3.2796
35 H 1.7578 -5.5068 1.8295
36 H -3.7122 -2.5566 -0.2970
37 H 2.7507 -2.1286 3.9291
38 H 3.5278 -3.8030 1.3565
39 C -0.6659 5.9746 0.7125
40 N -1.0773 -0.3678 -2.9356
41 N 0.4781 -3.0664 -4.5005
42 S -0.3898 -3.0935 -2.0112
43 H -3.6077 3.6760 0.6568
44 N -0.4877 -1.1073 -3.9160
45 H -1.7727 3.4065 -3.2008
46 C -3.2545 3.1130 -0.1961
47 H -2.6174 4.8206 -1.3528
48 H 3.6113 -2.1333 0.7236
49 S 2.2646 1.1307 2.0035
50 O 0.6996 1.0167 2.4246
51 H -4.0568 -2.9140 1.4271
52 C -1.9169 -4.8389 0.9107
53 H -0.4118 6.8138 2.5679
54 C -0.5272 4.6378 1.1782
55 H -3.6558 1.2059 0.6987
56 O 2.3131 0.5916 0.6392
57 H 2.6457 -3.3672 -0.1353
58 C -0.1524 -2.3182 -3.5216
59 H 0.0656 1.9120 -7.4394
60 H -3.8846 1.5628 -4.5105
61 C -3.6051 -2.2063 0.7285
62 C -0.8060 1.8292 -6.8010
63 C 0.7171 -5.3205 1.5827
64 H 0.9011 -2.5089 -5.2295
65 N -0.8930 6.9764 1.6959
66 H 0.1577 3.9221 -0.7137
67 H 0.2932 1.0002 -5.1518
68 C -2.2278 2.9530 -2.3306
69 H -4.1357 2.4190 -6.8066
70 C 2.0289 -2.8930 3.6473
71 C -0.7718 2.9039 2.8366
72 H 1.0237 -3.8277 -4.1347
73 C -1.0866 -3.7614 1.2071
74 C -0.1223 -6.3865 1.2991
75 C -2.2595 1.5610 -2.2062
76 N -0.0563 2.3432 0.5343
77 N -2.7818 0.9531 -1.1364
78 H 0.2550 -7.4028 1.3263

---

It is found that the total energy values, taken in the order of the records, are -54585.7205 -209462.3099 eV.